(1)
{
  "formula": "C11H13F2NO",
  "method": "the ωB97M-V functional and the def2-TZVPD basis",
  "symbols": ["C", "C", "C", "C", "C", "C", "C", "C", "C", "C", "C", "N", "O", "F", "F", "H", "H", "H", "H", "H", "H", "H", "H", "H", "H", "H", "H", "H"],
  "xyz": [[2.2429, 2.1873, 0.0106], [3.1737, 1.1882, -0.2818], [0.9600, 1.8821, 0.3527], [2.7374, -0.1608, -0.2244], [0.5077, 0.6003, 0.3256], [1.4136, -0.4889, 0.0460], [-0.1691, -2.2063, 0.4566], [-1.2362, -1.4612, -0.3567], [-0.9970, 0.2977, 0.5493], [-1.0898, -1.5550, -1.8300], [-2.0233, 1.3432, 0.0442], [-1.3746, -0.0291, 1.9514], [1.1589, -1.8137, 0.0951], [-3.3864, 0.8250, 0.1868], [-1.7786, 1.6587, -1.2605], [2.5321, 3.2802, 0.1559], [4.1120, 1.3740, -0.8322], [0.2812, 2.6324, 0.6980], [3.4735, -0.8688, -0.3237], [-0.2918, -2.1198, 1.5493], [-0.2106, -3.2452, 0.0708], [-2.1567, -1.7633, 0.0824], [-1.7787, -0.9130, -2.2708], [-1.1207, -2.4987, -2.3929], [-0.0090, -1.2465, -2.2055], [-1.9583, 2.2178, 0.8251], [-0.7221, 0.4889, 2.4951], [-2.2903, 0.3945, 2.0836]],
  "lowdin_charge": [-0.107, -0.060, -0.081, 0.005, -0.094, -0.216, -0.168, -0.170, -0.229, -0.077, -0.276, 0.087, -0.036, -0.028, 0.070, 0.125, 0.112, 0.108, 0.087, 0.120, 0.136, 0.108, 0.042, 0.084, 0.130, 0.177, 0.073, 0.072],
  "e_homo_ha": -0.3124,
  "energy_ha": -756.59578,
  "mol_weight_g_mol": 213.23,
  "homo_lumo_gap_ha": 0.343,
  "spin_multiplicity": 1,
  "e_above_lowest_ev": 0.331
}

(2)
{
  "formula": "C11H13FN3",
  "method": "the ωB97M-V functional and the def2-TZVPD basis",
  "symbols": ["C", "C", "C", "C", "C", "C", "C", "C", "C", "C", "C", "N", "N", "N", "F", "H", "H", "H", "H", "H", "H", "H", "H", "H", "H", "H", "H", "H"],
  "xyz": [[2.3944, -1.8850, -3.0179], [2.0521, -2.0904, -1.6857], [1.9848, -0.7555, -3.7548], [0.8768, 0.0685, -1.7874], [1.1707, -1.1669, -1.1407], [1.1760, 0.2314, -3.1469], [-0.0248, 0.8519, -0.2978], [-1.0526, 1.5281, 0.5900], [-2.4813, 1.7152, 0.0870], [-0.4991, 2.7213, 1.3738], [1.1035, -2.3107, 0.9712], [0.6531, -1.2830, 0.0829], [0.0319, -0.1677, 0.4758], [-0.8877, 0.2414, 1.4171], [0.7645, 1.3377, -3.8813], [2.8523, -2.6422, -3.4837], [2.4540, -2.8450, -1.0804], [2.4646, -0.6537, -4.8015], [-2.7634, 0.7088, -0.2874], [-2.6359, 2.5812, -0.5410], [-2.9761, 2.1795, 0.9936], [0.5574, 2.4296, 1.6872], [-1.0624, 2.7343, 2.3639], [-0.8104, 3.6300, 0.7411], [0.8022, -2.2864, 1.9811], [0.8243, -3.1624, 0.5324], [2.1739, -2.4614, 1.1343], [-0.5950, 0.3602, 2.3818]],
  "lowdin_charge": [-0.031, 0.016, 0.021, 0.156, -0.213, -0.194, 0.137, -0.467, -0.001, -0.020, 0.023, -0.026, -0.053, 0.167, 0.055, 0.078, 0.100, 0.164, 0.109, 0.088, 0.114, 0.113, 0.108, 0.130, 0.097, 0.065, 0.118, 0.146],
  "e_homo_ha": -0.4580,
  "energy_ha": -690.61731,
  "mol_weight_g_mol": 206.24,
  "homo_lumo_gap_ha": 0.324,
  "spin_multiplicity": 1,
  "charge": 1,
  "e_above_lowest_ev": 4.913
}

(3)
{
  "formula": "C11H13FSe",
  "method": "the ωB97M-V functional and the def2-TZVPD basis",
  "symbols": ["F", "C", "C", "C", "C", "C", "Se", "C", "C", "C", "C", "C", "C", "H", "H", "H", "H", "H", "H", "H", "H", "H", "H", "H", "H", "H"],
  "xyz": [[0.9048, -2.7209, -0.6909], [-0.3627, -2.4659, -0.3054], [-1.3477, -3.1303, -1.2812], [-2.1288, -2.0183, -1.8952], [-1.1479, -0.7876, -1.8252], [-0.4862, -0.8454, -0.4411], [1.4197, -0.1055, -0.7874], [1.3136, 1.2678, 0.5804], [0.1345, 1.9910, 0.8788], [0.1889, 3.0948, 1.6796], [1.3754, 3.4196, 2.3043], [2.4941, 2.7598, 2.0470], [2.5020, 1.5673, 1.2933], [-0.3710, -2.9315, 0.6789], [-1.9156, -3.9300, -0.7955], [-0.6670, -3.7868, -2.0125], [-2.3523, -2.1648, -3.0250], [-3.1615, -1.7883, -1.4364], [-0.4116, -0.7838, -2.5569], [-1.7281, 0.1334, -1.9664], [-0.8881, -0.2200, 0.3602], [-0.6720, 1.6434, 0.2816], [-0.6234, 3.7408, 1.9266], [1.2372, 4.2063, 3.0523], [3.4337, 2.9867, 2.6143], [3.2598, 0.8681, 1.3218]],
  "lowdin_charge": [-0.104, -0.352, -0.165, -0.197, -0.253, -0.360, 1.100, -0.508, -0.113, -0.089, -0.135, -0.108, -0.101, 0.139, 0.104, 0.166, 0.130, 0.132, 0.051, 0.113, 0.076, 0.073, 0.099, 0.114, 0.122, 0.066],
  "e_homo_ha": -0.2936,
  "smiles": "F[C@@H]1CCC[C@@H]1[Se]c1ccccc1",
  "energy_ha": -2928.17035,
  "mol_weight_g_mol": 243.18,
  "homo_lumo_gap_ha": 0.325,
  "spin_multiplicity": 1,
  "e_above_lowest_ev": 0.000
}

Which formula does entry 2 have? C11H13FN3